Below is C20H31O2Tl as an isolated structure, with properties calculated with wB97M-V/def2-TZVPD.

Each line ends with the Mulliken charge.
Positions of all 54 atoms, in Å:
Tl: -0.467 0.034 -1.114  0.80
O: -5.883 3.868 -1.502  -0.38
O: -3.523 1.382 -1.166  -0.44
C: -7.304 5.430 -2.195  -0.87
C: -3.190 3.360 -2.453  0.06
C: 0.873 1.859 1.255  -0.39
C: -1.621 -0.431 1.891  -0.46
C: -3.065 1.845 -2.493  -0.38
C: 1.923 0.916 1.134  -0.39
C: 1.808 2.112 -0.830  -0.81
C: -8.151 3.763 -0.518  -1.69
C: 2.505 1.069 -0.147  -0.51
C: -3.198 2.454 -0.244  0.20
C: -1.265 -2.499 0.918  -0.71
C: 0.339 -1.275 -2.845  -1.14
C: -6.486 5.502 0.228  -1.72
C: -6.967 4.632 -0.911  1.54
C: -0.173 -2.227 1.793  -0.46
C: 0.791 2.611 0.047  -0.39
C: -2.806 3.717 -1.016  -0.17
C: -0.393 -0.950 2.392  -0.51
C: -2.158 -1.381 0.957  -0.62
C: -6.179 4.584 -2.776  -0.38
H: -9.004 4.409 -0.268  0.40
H: -2.002 1.640 -2.737  0.02
H: -3.346 4.582 -0.612  0.22
H: -7.078 6.502 -2.134  0.31
H: 1.155 -1.870 -2.409  0.33
H: -6.516 3.863 -3.535  0.25
H: 0.259 -0.461 3.113  0.56
H: 3.376 0.515 -0.529  0.40
H: -0.512 -1.880 -3.191  0.36
H: -2.074 0.510 2.169  0.53
H: 2.251 0.205 1.916  0.37
H: -5.353 5.212 -3.139  0.32
H: -3.692 1.368 -3.261  0.34
H: -1.418 -3.424 0.364  0.42
H: -8.284 5.196 -2.631  0.32
H: -5.618 6.106 -0.071  0.35
H: -8.480 3.124 -1.361  0.37
H: 0.118 3.459 -0.144  0.57
H: -3.101 -1.272 0.420  0.51
H: -7.903 3.145 0.356  0.37
H: -1.717 3.847 -0.951  -0.14
H: 2.043 2.501 -1.825  0.43
H: 0.683 -0.540 -3.588  0.33
H: -4.276 3.541 -2.521  -0.45
H: -7.270 6.207 0.527  0.41
H: -2.659 3.864 -3.268  0.60
H: -6.248 4.866 1.092  0.38
H: -4.126 2.601 0.338  0.33
H: -2.388 2.172 0.475  -0.22
H: 0.228 2.014 2.129  0.40
H: 0.675 -2.876 1.996  0.43

## Properties
Net charge: 0
E_LUMO (alpha / beta) in eV: -2.05 / -2.61
Gap between HOMO and LUMO (alpha / beta) in Eh: 0.18187 / 0.14656



Below is C15H31BCrF4O13 as an isolated structure, with properties calculated with wB97M-V/def2-TZVPD.

Each line ends with the Mulliken charge.
Positions of all 65 atoms, in Å:
Cr: 0.015 -0.344 0.890  0.77
F: 0.004 -2.269 4.323  -0.35
F: 0.332 -2.359 2.052  -0.38
F: -1.803 -2.469 2.898  -0.38
F: -0.653 -0.525 2.926  -0.37
O: 1.910 0.424 1.310  0.04
O: 1.662 0.347 -2.284  0.12
O: -2.016 -1.166 0.354  0.02
O: 2.423 -3.283 -1.198  -0.47
O: -1.780 3.714 2.050  -0.44
O: -0.971 1.714 1.476  0.37
O: -0.299 0.531 -1.127  0.27
O: 0.597 -2.053 -0.531  0.04
O: 0.336 -3.946 -1.731  -0.23
O: -3.085 2.275 1.018  -0.12
O: -2.677 -3.136 -0.359  -0.27
O: 0.529 2.319 -2.381  -0.37
O: -3.936 -1.413 -0.811  -0.42
C: -3.594 -3.923 -1.075  -0.79
C: 4.030 1.447 0.807  -1.25
C: 3.523 0.509 3.097  -1.43
C: 2.934 1.161 1.837  0.57
C: -3.935 3.335 0.580  -0.82
C: -2.820 -1.831 -0.206  0.49
C: 2.561 0.885 -3.219  -0.89
C: -0.559 3.136 -1.991  -0.63
C: 1.080 -2.997 -1.156  0.41
C: -0.578 4.003 2.786  -0.73
C: -4.175 -0.035 -0.851  -0.47
C: 3.247 -2.303 -0.679  -0.51
C: 0.515 1.063 -1.886  -0.13
C: 0.906 -4.811 -2.706  -0.79
C: -1.872 2.512 1.492  0.32
B: -0.542 -1.950 3.085  0.23
H: 2.822 0.695 3.912  0.37
H: 3.725 -0.541 2.893  0.34
H: 0.205 4.296 2.089  0.27
H: 1.851 -4.457 -3.114  0.34
H: -4.630 -3.801 -0.760  0.34
H: 4.408 1.035 3.454  0.43
H: -3.958 4.158 1.292  0.37
H: 4.637 0.585 0.510  0.28
H: 2.002 0.945 -4.170  0.31
H: 2.983 -1.856 0.282  0.11
H: 0.192 -4.949 -3.516  0.26
H: 4.240 -2.739 -0.511  0.44
H: 2.592 2.141 2.194  0.13
H: 2.854 1.875 -2.861  0.32
H: -3.486 -3.838 -2.158  0.27
H: -0.839 4.833 3.433  0.27
H: -0.448 3.410 -0.941  0.14
H: -1.486 2.581 -2.175  0.21
H: -3.457 3.755 -0.309  0.30
H: -5.103 0.142 -1.394  0.35
H: 3.417 0.245 -3.403  0.24
H: 3.473 -1.496 -1.408  0.05
H: -3.328 -4.958 -0.854  0.27
H: -0.692 4.031 -2.596  0.36
H: -4.950 3.037 0.350  0.25
H: 3.699 1.865 -0.144  0.25
H: -0.237 3.131 3.337  0.30
H: -4.176 0.427 0.136  0.25
H: 4.761 2.114 1.267  0.42
H: 1.053 -5.770 -2.206  0.29
H: -3.433 0.541 -1.421  0.08

## Properties
Relative energy (zero: lowest compared OMol25 entry of this formula, charge and spin) in kJ/mol: 0.00
Net charge: 0
E_LUMO (alpha / beta) in eV: 0.33 / -3.76
Gap between HOMO and LUMO (alpha / beta) in Eh: 0.13636 / 0.24290
2S+1: 9



Below is C22H19AlBrN3O2 as an isolated structure, with properties calculated with wB97M-V/def2-TZVPD.

Each line ends with the Mulliken charge.
Positions of all 48 atoms, in Å:
Br: 2.536 -1.640 -1.451  -0.03
Al: 0.334 -1.727 -0.197  -0.33
O: 0.139 -1.431 1.524  -0.45
O: 0.183 -1.270 4.197  -0.46
N: -0.802 -2.443 -1.221  -0.01
N: -0.199 0.762 0.700  -0.49
N: 0.635 0.251 -0.234  0.42
C: 2.476 0.273 -1.713  0.32
C: -0.771 -0.386 1.522  0.52
C: 3.500 2.185 -2.966  0.73
C: 3.839 4.813 -3.852  -0.42
C: -4.289 -3.628 -0.915  -0.50
C: 4.928 3.955 -3.789  -0.54
C: -1.191 0.169 2.864  -0.03
C: 2.578 4.355 -3.498  -0.59
C: 2.406 3.050 -3.064  -0.43
C: -1.738 -4.597 -0.506  -0.33
C: -2.191 1.317 5.216  -0.51
C: 1.494 0.934 -0.865  -0.26
C: -2.137 1.195 2.835  -0.38
C: 3.393 0.789 -2.522  -0.88
C: -3.193 -2.817 -1.170  -0.09
C: 4.756 2.650 -3.360  -0.51
C: -2.838 -5.400 -0.254  -0.49
C: -1.867 -3.261 -0.960  -0.15
C: -4.133 -4.928 -0.452  -0.42
C: -1.259 0.298 5.270  -0.80
C: -2.637 1.780 3.986  -0.80
C: -0.745 -0.282 4.109  0.99
H: 3.968 5.831 -4.197  0.38
H: 4.161 0.117 -2.889  0.32
H: -3.373 2.571 3.925  0.38
H: -4.991 -5.554 -0.246  0.37
H: 0.305 -1.492 5.126  0.31
H: 5.606 1.979 -3.313  0.35
H: -0.910 -0.067 6.232  0.27
H: -2.686 -6.415 0.100  0.32
H: 1.407 2.691 -2.858  0.63
H: 1.572 2.006 -0.713  0.62
H: 1.719 5.008 -3.582  0.38
H: -1.679 -0.696 0.988  0.10
H: -5.288 -3.239 -1.085  0.32
H: 5.910 4.300 -4.082  0.38
H: -3.334 -1.806 -1.538  0.39
H: -2.574 1.745 6.135  0.37
H: -2.502 1.525 1.868  0.37
H: -0.731 -4.975 -0.355  0.27
H: 0.214 1.504 1.254  0.37

## Properties
Net charge: 0
E_LUMO in eV: -1.30
Gap between HOMO and LUMO in Eh: 0.16816



Below is C32H28BrIN6O2SW as an isolated structure, with properties calculated with wB97M-V/def2-TZVPD.

Each line ends with the Mulliken charge.
Positions of all 72 atoms, in Å:
W: 0.060 0.090 0.031  0.20
I: 1.869 -0.191 2.159  0.52
Br: 2.423 -0.668 -1.222  0.11
S: 0.305 1.082 -2.320  -0.33
O: 1.401 -4.272 -3.023  -0.49
O: -1.632 -0.490 -1.034  -0.32
N: 0.317 -2.154 0.197  0.20
N: -0.489 3.486 -3.054  -0.46
N: -2.710 -2.169 -3.957  -0.63
N: -1.224 2.762 -1.012  -1.10
N: -1.320 1.787 -0.046  0.91
N: -1.386 -0.085 1.667  0.39
C: 2.962 4.255 0.658  -0.76
C: -1.661 -1.429 -1.939  0.40
C: 4.754 3.327 -0.749  -0.94
C: -0.885 -3.436 -3.069  0.68
C: -1.839 -3.200 -4.017  -0.96
C: 3.478 3.208 -0.149  0.92
C: 0.991 -2.898 1.232  -0.83
C: -2.646 -1.316 -2.969  0.57
C: 1.421 1.882 0.296  0.00
C: 2.368 -4.356 3.196  -0.67
C: 1.810 -2.269 2.164  1.37
C: 0.055 -2.852 -0.882  -1.05
C: 1.025 2.910 1.122  -0.31
C: 4.594 1.091 -1.600  -0.82
C: 3.358 0.994 -1.039  0.77
C: -2.305 -1.176 3.589  -1.07
C: -3.605 -0.164 -2.948  -1.00
C: 0.800 -4.277 1.372  -0.39
C: -1.385 -1.083 2.567  0.18
C: -3.296 -0.215 3.698  -0.76
C: 1.775 4.098 1.301  -1.26
C: -0.516 2.536 -2.126  0.83
C: 5.302 2.299 -1.461  -0.78
C: -3.471 2.832 0.592  -1.99
C: 1.493 -4.997 2.329  -0.95
C: 2.507 -2.982 3.127  -0.73
C: -3.337 0.792 2.756  -1.05
C: -0.792 -2.524 -1.977  0.33
C: 2.717 2.019 -0.311  0.82
C: -2.380 0.826 1.749  0.66
C: 0.030 -4.628 -3.179  -1.10
C: -2.359 1.841 0.720  0.90
H: -3.971 0.028 -1.939  0.22
H: -3.335 3.668 1.283  0.32
H: 1.396 4.872 1.955  0.50
H: -2.238 -2.002 4.282  0.53
H: 0.081 -4.795 0.753  0.59
H: 5.028 0.262 -2.143  0.48
H: -4.104 1.550 2.805  0.48
H: -4.420 2.356 0.830  0.63
H: 6.282 2.394 -1.907  0.42
H: -3.566 3.219 -0.420  0.51
H: 0.094 2.829 1.673  0.39
H: 1.332 -6.063 2.408  0.43
H: 3.549 5.156 0.777  0.43
H: 5.301 4.252 -0.617  0.44
H: -0.190 -5.358 -2.395  0.31
H: -4.029 -0.253 4.492  0.48
H: -1.940 -3.856 -4.874  0.40
H: -1.686 3.643 -0.845  0.33
H: -0.982 4.359 -2.964  0.19
H: 3.149 -2.467 3.831  0.45
H: -3.111 0.745 -3.302  0.12
H: -0.622 -1.838 2.466  0.42
H: -4.440 -0.380 -3.609  0.45
H: 0.067 3.347 -3.882  0.27
H: 0.530 -3.822 -0.955  1.04
H: 1.777 -4.071 -3.886  0.33
H: 2.911 -4.917 3.944  0.43
H: -0.149 -5.133 -4.129  0.46

## Properties
Relative energy (zero: lowest compared OMol25 entry of this formula, charge and spin) in kJ/mol: 12.38
Net charge: +2
E_LUMO in eV: -6.39
Gap between HOMO and LUMO in Eh: 0.24240



Below is an isolated ion of composition C2H6NO3P2 and charge +1, with properties calculated with wB97M-V/def2-TZVPD.

Each line ends with the Mulliken charge.
Positions of all 14 atoms, in Å:
P: -2.453 0.973 -0.622  0.52
P: -1.926 -2.208 0.285  0.42
O: -3.370 1.566 0.312  -0.35
O: -0.635 -2.604 -0.471  -0.35
O: -0.370 1.576 0.247  -0.51
N: 0.341 -0.366 -0.789  -0.43
C: -1.650 -0.449 0.601  -0.45
C: -0.255 0.108 0.376  -0.16
H: 0.163 -2.116 -0.726  0.48
H: -0.200 0.060 -1.523  0.20
H: -2.246 -0.096 1.460  0.48
H: 0.589 1.896 0.355  0.36
H: 1.316 -0.204 -0.714  0.27
H: 0.454 -0.218 1.150  0.51

## Properties
Relative energy (zero: lowest compared OMol25 entry of this formula, charge and spin) in kJ/mol: 163.42
Net charge: +1
E_LUMO in eV: -6.32
Gap between HOMO and LUMO in Eh: 0.28054



no.,DFT total energy (eV)
1,-30023.52374
2,-82638.17971
3,-108326.08832
4,-137465.08459
5,-28372.78028